Computed, not measured: an isolated molecule of C6H10O3 in a non-equilibrium geometry, with wB97M-V/def2-TZVPD.

Values from the calculation:
largest force on an atom: 6.3 eV/A
calculated total energy: -460.134727 hartree
Kohn-Sham gap: 9.98 eV
charge: 0
spin multiplicity: 1
E_LUMO: 0.803 eV
structure (SMILES): CC1(C)OO[C@@H]2O[C@@]21C
molecular weight: 130.14 g/mol
energy above the lowest of the compared OMol25 structures with the same formula, charge and spin: 5.8691 eV

```
19
C6H10O3 | OMol25 | wB97M-V/def2-TZVPD
C -0.789 -1.733 0.725
C -0.199 -0.605 -0.159
C -1.203 -0.129 -1.193
O 0.812 -1.539 -0.690
O 1.964 -0.848 -1.123
C 1.942 0.267 -0.169
O 1.737 0.062 1.244
C 0.543 0.565 0.604
C -0.004 1.969 0.732
H -1.817 -1.439 1.121
H -0.219 -2.086 1.547
H -0.953 -2.563 0.126
H -0.826 0.701 -1.888
H -2.108 0.181 -0.804
H -1.175 -0.936 -1.988
H 2.587 1.153 -0.439
H -1.053 1.814 0.738
H 0.292 2.647 -0.002
H 0.468 2.518 1.618
```

=====

Computed, not measured: an isolated molecule of CH4N2 in a non-equilibrium geometry, with wB97M-V/def2-TZVPD.

Values from the calculation:
largest force on an atom: 1.1 eV/A
calculated total energy: -150.006310 hartree
Kohn-Sham gap: 10.33 eV
charge: 0
spin multiplicity: 1
E_LUMO: 1.080 eV
structure (SMILES): [H]/N=C/N
molecular weight: 44.06 g/mol
energy above the lowest of the compared OMol25 structures with the same formula, charge and spin: 1.0026 eV

```
7
CH4N2 | OMol25 | wB97M-V/def2-TZVPD
H 1.812 -0.918 0.473
N 0.804 -0.981 0.522
C 0.361 0.083 -0.024
N -0.985 0.313 -0.098
H 0.979 0.889 -0.414
H -1.580 -0.421 0.179
H -1.392 1.037 -0.639
```

=====

Computed, not measured: an isolated molecule of CH4FINP in a non-equilibrium geometry, with wB97M-V/def2-TZVPD.

Values from the calculation:
largest force on an atom: 3.8 eV/A
calculated total energy: -834.193094 hartree
Kohn-Sham gap: 9.33 eV
charge: 0
spin multiplicity: 1
E_LUMO: -0.325 eV
structure (SMILES): CNP(F)I
molecular weight: 206.93 g/mol
energy above the lowest of the compared OMol25 structures with the same formula, charge and spin: 0.5035 eV

```
9
CH4FINP | OMol25 | wB97M-V/def2-TZVPD
C 1.092 0.599 -0.240
N 0.499 -0.695 0.157
P -1.167 -1.131 -0.657
F -1.753 -2.025 0.555
I -2.563 0.904 0.067
H 0.425 1.433 0.127
H 2.141 0.576 0.238
H 1.106 0.771 -1.302
H 0.219 -0.432 1.056
```

=====

Computed, not measured: a structure of composition C23H62BClFN3O16P5S in a non-equilibrium geometry, with wB97M-V/def2-TZVPD.

Values from the calculation:
largest force on an atom: 12.1 eV/A
calculated total energy: -4970.379415 hartree
Kohn-Sham gap: 6.54 eV
charge: +1
spin multiplicity: 1
E_LUMO: -4.370 eV
molecular weight: 888.95 g/mol

```
113
C23H62BClFN3O16P5S | OMol25 | wB97M-V/def2-TZVPD
C 3.954 1.125 -2.021
C 2.780 1.626 -1.364
C 1.589 2.108 -0.255
S 2.054 3.936 -0.338
C 1.120 5.248 0.511
O 3.517 4.225 0.219
O 2.424 4.422 -1.806
C 0.192 1.693 -1.095
P -0.373 3.159 -2.271
N -1.731 2.949 -3.076
P 0.649 0.523 -2.589
O -0.548 0.226 -3.617
C -1.069 1.163 -0.138
C -2.142 0.147 -0.841
C -2.094 -1.171 -1.492
C -1.967 2.584 -0.012
C -1.773 3.792 0.777
C -0.708 0.506 1.282
B -1.466 1.047 2.659
N -0.846 1.237 4.031
O -2.925 1.431 2.717
P -1.359 -1.313 1.648
O -0.973 -1.734 3.334
Cl -3.445 -1.523 1.664
C 0.887 0.225 1.361
P 1.414 -1.450 0.478
P 1.700 -3.060 1.985
O 0.459 -4.076 2.011
O 3.123 -3.966 1.526
O 1.927 -2.490 3.604
N 1.862 1.365 1.027
C 1.677 2.380 2.177
C 3.238 0.828 1.277
C 3.589 0.110 2.702
F 4.379 1.817 1.241
H 4.962 1.120 -2.643
H 0.842 5.076 1.661
H 1.802 6.232 0.556
H 0.125 5.659 0.028
H 0.647 3.334 -3.319
H -0.486 4.414 -1.601
H -2.113 2.048 -2.746
H 1.408 -0.629 -2.238
H 1.469 1.242 -3.594
H -3.297 0.459 -0.735
H -2.494 -1.219 -2.617
H -1.711 -2.189 -1.062
H -2.918 2.671 -0.740
H -1.304 3.906 1.861
H -2.007 4.843 0.258
H -0.458 2.207 4.108
H -0.133 0.528 4.279
H -3.023 2.362 3.074
H -1.801 -1.691 3.896
H 0.944 -0.111 2.509
H 0.378 -1.852 -0.485
H 2.760 -4.825 1.140
H 2.537 -3.066 4.151
H 2.550 3.120 2.339
H 0.674 2.939 1.956
H 1.519 1.862 3.225
H 3.671 0.028 0.505
H 4.603 0.485 3.215
H 3.802 -1.057 2.542
H 2.800 0.168 3.549
C -1.996 5.633 4.779
O -2.290 4.362 4.231
H -1.910 6.359 3.967
H -2.801 5.937 5.452
H -1.049 5.586 5.324
H -2.361 3.739 4.974
C 1.455 -3.389 -3.426
O 1.056 -2.624 -4.548
H 2.046 -4.241 -3.769
H 2.061 -2.772 -2.759
H 0.569 -3.753 -2.898
H 0.533 -1.876 -4.213
C 2.318 -0.629 -7.190
O 2.023 -1.900 -7.739
H 2.404 0.097 -8.003
H 1.513 -0.325 -6.517
H 3.264 -0.676 -6.646
H 1.953 -2.523 -6.995
C 0.909 -7.410 3.064
O 1.692 -6.492 2.323
H 1.554 -8.211 3.433
H 0.449 -6.897 3.912
H 0.136 -7.835 2.419
H 1.092 -5.793 2.010
C 3.030 -6.990 -4.129
O 2.705 -6.574 -2.816
H 2.144 -6.895 -4.762
H 3.828 -6.358 -4.526
H 3.353 -8.034 -4.112
H 3.510 -6.669 -2.278
C -4.347 -5.183 3.518
O -3.201 -4.427 3.861
H -4.588 -5.858 4.343
H -5.190 -4.510 3.342
H -4.142 -5.770 2.619
H -3.011 -3.838 3.110
C -5.052 7.798 2.806
O -3.897 8.097 3.569
H -4.827 6.970 2.130
H -5.866 7.509 3.474
H -5.340 8.675 2.221
H -4.127 8.835 4.158
C -2.476 -1.453 -6.708
O -2.801 -1.037 -5.395
H -3.362 -1.358 -7.341
H -1.678 -0.820 -7.105
H -2.153 -2.497 -6.691
H -1.996 -1.132 -4.857
```

=====

Computed, not measured: an isolated molecule of C3H2N2O2 in a non-equilibrium geometry, with wB97M-V/def2-TZVPD.

Values from the calculation:
largest force on an atom: 3.2 eV/A
calculated total energy: -375.396628 hartree
Kohn-Sham gap: 9.65 eV
charge: 0
spin multiplicity: 1
E_LUMO: -0.892 eV
structure (SMILES): O=Cc1ncno1
molecular weight: 98.06 g/mol
energy above the lowest of the compared OMol25 structures with the same formula, charge and spin: 3.1266 eV

```
9
C3H2N2O2 | OMol25 | wB97M-V/def2-TZVPD
O 1.984 -1.864 0.660
C 0.836 -1.703 0.359
C 0.213 -0.276 0.219
N -0.950 -0.002 -0.156
C -1.123 1.351 -0.372
N -0.044 2.061 -0.195
O 0.962 1.288 0.158
H 0.174 -2.586 0.114
H -2.051 1.731 -0.787
```

=====

Computed, not measured: a structure of composition C26H27CdClFN5O4, with wB97M-V/def2-TZVPD.

Values from the calculation:
largest force on an atom: 0.6 eV/A
calculated total energy: -2309.425919 hartree
Kohn-Sham gap: 3.80 eV
charge: 0
spin multiplicity: 1
E_LUMO: -1.823 eV
molecular weight: 640.40 g/mol
energy above the lowest of the compared OMol25 structures with the same formula, charge and spin: 1.4286 eV

```
65
C26H27CdClFN5O4 | OMol25 | wB97M-V/def2-TZVPD
Cd 0.305 -2.578 2.157
C -1.765 4.856 0.672
C -2.659 3.720 0.179
N -1.994 2.426 0.176
C -1.960 1.712 1.354
C -1.470 0.467 1.502
C -1.323 -0.006 2.987
O -2.175 0.437 3.756
O -0.290 -0.682 3.225
C -1.056 -0.260 0.321
O -0.859 -1.468 0.238
C -0.869 0.592 -0.872
C -0.200 0.075 -1.976
C 0.031 0.853 -3.079
F 0.650 0.310 -4.160
C -0.353 2.190 -3.121
C -1.040 2.707 -2.032
C -1.329 1.923 -0.910
N -0.021 3.074 -4.192
C -1.109 3.697 -4.930
C -0.670 5.143 -5.276
N 0.810 5.192 -5.078
C 1.456 4.070 -5.823
C 1.097 2.766 -5.069
H -2.313 5.798 0.631
H -0.857 4.939 0.071
H -1.466 4.677 1.704
H -3.035 3.926 -0.824
H -3.525 3.638 0.835
H -2.357 2.210 2.231
H 0.130 -0.956 -1.951
H -1.304 3.758 -2.036
H -2.003 3.711 -4.315
H -1.344 3.144 -5.847
H -1.127 5.882 -4.620
H -0.892 5.401 -6.309
H 0.949 4.969 -4.083
H 1.204 6.101 -5.303
H 2.531 4.230 -5.867
H 1.066 4.077 -6.838
H 1.935 2.431 -4.460
H 0.882 1.978 -5.796
O -0.789 -3.637 3.657
C -0.319 -4.441 4.542
C -0.850 -4.406 5.864
C -0.465 -5.291 6.837
C 0.495 -6.273 6.566
C 1.065 -6.310 5.315
C 0.708 -5.411 4.299
C 1.393 -5.465 3.019
N 1.098 -4.802 1.909
C 2.023 -5.169 0.962
C 2.891 -6.070 1.485
N 2.489 -6.245 2.789
H -1.587 -3.636 6.058
H -0.908 -5.233 7.825
H 0.786 -6.990 7.323
H 1.802 -7.079 5.109
H 1.999 -4.752 -0.031
H 3.737 -6.594 1.077
H 2.963 -6.800 3.474
Cl 3.381 -2.051 2.301
C 2.040 -1.710 1.134
H 2.358 -2.143 0.184
H 2.011 -0.624 1.031
```